Record 1
Computed, not measured: C40H32BrCl2N4O8SeSiTi as an isolated structure, with ωB97M-V/def2-TZVPD.

Computed properties:
- HOMO energy (spin up / spin down): -2.04 / -2.05 eV
- ΔE to the lowest compared entry with this formula, charge and spin: 7.93 kcal/mol
- Frontier orbital gap (spin up / spin down): 0.21506 / 0.21625 Eh

The geometry in ORCA input format:
```
! RIJCOSX wB97M-V def2-TZVPD def2/J DEFGRID3
* xyz -2 2
Ti -0.39 -0.47 0.33
O -0.42 1.25 1.20
C -1.28 2.15 1.21
C -2.63 1.95 0.76
C -3.62 2.84 1.16
C -4.92 2.63 0.76
C -5.27 1.55 -0.06
C -4.29 0.69 -0.49
C -2.95 0.85 -0.08
O -2.04 0.03 -0.48
N -5.96 3.53 1.22
O -5.65 4.46 1.95
O -7.11 3.33 0.85
H -1.02 3.11 1.66
H -3.38 3.69 1.78
H -6.30 1.42 -0.36
H -4.52 -0.14 -1.15
Br 2.61 2.03 0.21
C 2.20 1.04 -1.35
C 3.06 1.15 -2.43
C 2.75 0.43 -3.57
C 1.63 -0.39 -3.57
C 0.86 -0.45 -2.42
N 1.12 0.29 -1.33
C -0.25 -1.49 -2.29
O -0.87 -1.83 -3.27
O -0.34 -1.94 -1.08
H 3.93 1.78 -2.37
H 3.39 0.49 -4.44
H 1.34 -0.99 -4.42
Cl 1.72 -5.50 2.95
C 0.75 -6.20 1.70
C -0.06 -7.28 2.02
C -0.92 -7.80 1.07
C -0.96 -7.25 -0.20
C -0.12 -6.20 -0.52
Cl -0.13 -5.60 -2.14
C 0.76 -5.64 0.41
N 1.61 -4.58 0.08
C 2.99 -4.66 0.20
C 3.62 -5.90 0.31
C 4.99 -6.00 0.45
C 5.77 -4.86 0.46
C 5.15 -3.62 0.32
C 3.77 -3.50 0.19
C 3.15 -2.14 0.06
C 2.41 -1.66 1.33
O 2.95 -1.76 2.41
O 1.28 -1.09 1.11
H -0.02 -7.67 3.02
H -1.57 -8.62 1.33
H -1.64 -7.63 -0.96
H 1.18 -3.77 -0.35
H 3.01 -6.80 0.29
H 5.45 -6.98 0.55
H 6.85 -4.91 0.57
H 5.74 -2.72 0.33
H 2.49 -2.06 -0.79
H 3.96 -1.42 -0.08
C -3.16 -0.52 3.04
Si -1.55 -1.43 2.50
C -0.38 -0.95 3.93
C -2.09 -3.22 2.95
C -3.22 -3.79 2.34
C -3.74 -5.01 2.75
C -3.13 -5.71 3.77
C -1.99 -5.19 4.37
C -1.48 -3.97 3.96
H -3.53 -0.95 3.97
H -3.97 -0.57 2.30
H -2.95 0.54 3.22
H -0.82 -1.17 4.91
H -0.19 0.12 3.87
H 0.59 -1.45 3.85
H -3.71 -3.25 1.53
H -4.62 -5.41 2.26
H -3.53 -6.67 4.09
H -1.49 -5.75 5.16
H -0.60 -3.57 4.45
Se -0.43 3.43 -1.67
C -1.51 4.09 -3.07
C -1.31 3.72 -4.41
C -2.10 4.26 -5.40
N -3.09 5.13 -5.20
C -3.30 5.47 -3.92
C -2.57 4.99 -2.85
H -0.53 3.02 -4.65
H -1.93 3.97 -6.44
H -4.11 6.17 -3.74
H -2.80 5.31 -1.85
*
```

Results of the Mulliken charge analysis, in e, for atoms 1 through 4:
1. Ti 0.10
2. O -0.56
3. C -1.13
4. C 1.64



Record 2
Computed, not measured: C40H33BiBrN12O2S as an isolated structure, with ωB97M-V/def2-TZVPD.

Computed properties:
- HOMO energy: -13.66 eV
- ΔE to the lowest compared entry with this formula, charge and spin: 19.82 kcal/mol
- Frontier orbital gap: 0.13508 Eh

The geometry in ORCA input format:
```
! RIJCOSX wB97M-V def2-TZVPD def2/J DEFGRID3
* xyz 3 1
Bi -1.23 0.22 -1.69
C 2.14 3.91 -1.05
C 1.27 3.15 -1.79
N 1.15 1.84 -1.59
C 2.00 1.26 -0.71
C 2.85 2.07 0.09
N 2.82 3.42 -0.03
C 2.03 -0.21 -0.64
C 3.05 -0.90 -0.01
C 3.05 -2.27 0.05
C 1.94 -2.92 -0.48
C 0.90 -2.20 -1.08
N 0.97 -0.84 -1.22
C -0.23 -2.85 -1.68
C -0.45 -4.22 -1.49
N -1.42 -4.91 -2.06
C -2.33 -4.16 -2.79
C -2.21 -2.81 -2.89
N -1.20 -2.14 -2.32
C 4.10 -3.04 0.81
C 4.04 -4.40 1.01
C 5.03 -5.02 1.79
N 6.02 -4.33 2.36
C 6.06 -3.02 2.17
C 5.12 -2.32 1.46
H 2.28 4.96 -1.30
H 0.67 3.57 -2.57
H 3.48 1.64 0.87
H 3.93 -0.36 0.26
H 1.81 -4.01 -0.50
H 0.19 -4.76 -0.79
H -3.10 -4.77 -3.22
H -2.93 -2.29 -3.53
H 3.30 -5.05 0.52
H 5.08 -6.11 1.98
H 6.84 -2.52 2.68
H 5.22 -1.21 1.39
C -4.54 1.92 -4.75
C -3.32 1.50 -3.97
N -3.21 1.21 -2.67
N -4.30 1.42 -1.86
C -4.59 0.67 -0.81
N -5.81 0.80 -0.22
S -3.48 -0.52 -0.24
C -2.06 1.29 -4.72
C -1.91 1.47 -6.14
C -0.74 1.15 -6.76
C 0.36 0.66 -5.95
C 0.23 0.62 -4.59
N -0.97 0.88 -4.02
H -5.40 2.08 -4.11
H -4.30 2.88 -5.24
H -4.80 1.18 -5.49
H -4.90 2.20 -2.20
H -6.31 1.65 -0.34
H -5.89 0.38 0.70
H -2.74 1.89 -6.69
H -0.68 1.23 -7.84
H 1.27 0.31 -6.40
H 1.08 0.39 -3.95
C -2.36 3.97 -0.48
O -1.68 2.87 0.25
C -1.55 2.92 1.59
C -2.03 3.90 2.44
C -2.04 3.70 3.83
Br -2.95 4.88 4.93
C -1.35 2.66 4.35
C -0.61 1.75 3.51
C -0.80 1.83 2.13
O -0.35 0.91 1.24
C 0.17 0.75 4.19
N 0.00 0.45 5.48
C 0.73 -0.72 5.69
C 0.94 -1.42 6.90
C 1.94 -2.37 6.91
C 2.62 -2.73 5.74
C 2.39 -2.08 4.53
C 1.45 -1.05 4.53
N 1.07 -0.12 3.52
H -3.42 3.99 -0.23
H -2.30 3.66 -1.54
H -1.83 4.92 -0.28
H -2.39 4.86 2.07
H -1.26 2.48 5.41
H -0.07 0.08 1.72
H 0.37 -1.12 7.79
H 2.18 -2.89 7.87
H 3.34 -3.54 5.75
H 2.89 -2.39 3.60
H 1.68 0.19 2.78
*
```

Results of the Mulliken charge analysis, in e, for atoms 1 through 4:
1. Bi 2.22
2. C -0.70
3. C -0.33
4. N 0.13



Record 3
Computed, not measured: C40H33BrIrN3O5PS2 as an isolated structure, with ωB97M-V/def2-TZVPD.

Computed properties:
- HOMO energy (spin up / spin down): -5.81 / -7.44 eV
- ΔE to the lowest compared entry with this formula, charge and spin: 76.54 kcal/mol
- Frontier orbital gap (spin up / spin down): 0.19497 / 0.22236 Eh

The geometry in ORCA input format:
```
! RIJCOSX wB97M-V def2-TZVPD def2/J DEFGRID3
* xyz 0 6
Ir 0.17 -1.41 -0.31
Br 1.97 -3.66 0.23
C 3.42 -2.81 -0.66
C 4.61 -3.48 -0.65
C 5.72 -2.93 -1.32
C 5.59 -1.75 -1.98
C 4.36 -1.04 -1.98
C 4.25 0.19 -2.68
C 3.07 0.86 -2.69
C 1.95 0.36 -1.99
C 2.00 -0.83 -1.30
C 3.22 -1.56 -1.30
H 4.68 -4.44 -0.15
H 6.66 -3.47 -1.32
H 6.44 -1.32 -2.51
H 5.12 0.57 -3.21
H 2.98 1.80 -3.23
H 1.03 0.93 -2.03
O -1.72 -3.19 0.79
C -0.90 -2.33 1.28
C -0.95 -1.98 2.65
C -1.72 -2.69 3.60
C -1.61 -2.38 4.94
C -0.73 -1.38 5.36
C 0.02 -0.68 4.44
C -0.09 -0.95 3.08
P 0.87 -0.12 1.79
C 2.47 0.16 2.64
C 3.30 -0.96 2.78
C 4.48 -0.88 3.50
C 4.85 0.33 4.08
C 4.04 1.44 3.94
C 2.86 1.37 3.22
C 0.23 1.58 1.65
C -0.79 2.08 2.45
C -1.14 3.42 2.37
C -0.47 4.26 1.49
C 0.54 3.76 0.68
C 0.88 2.42 0.75
H -2.38 -3.47 3.25
H -2.19 -2.93 5.66
H -0.64 -1.15 6.42
H 0.70 0.10 4.78
H 3.01 -1.90 2.32
H 5.11 -1.75 3.60
H 5.78 0.39 4.65
H 4.33 2.39 4.40
H 2.24 2.25 3.13
H -1.30 1.42 3.14
H -1.93 3.81 3.00
H -0.75 5.31 1.44
H 1.05 4.42 -0.01
H 1.67 2.02 0.11
O -2.06 -5.67 -0.34
S -1.24 -4.78 -1.19
N -1.35 -3.21 -0.61
S -0.02 -2.27 -3.17
C -1.49 -1.50 -3.58
N -2.65 -1.83 -3.01
C -3.93 -1.18 -3.28
C -3.92 -0.57 -4.67
C -2.66 0.25 -4.85
N -1.51 -0.61 -4.58
H -2.55 -2.37 -2.15
H -4.13 -0.40 -2.54
H -4.71 -1.93 -3.19
H -4.80 0.06 -4.80
H -3.95 -1.37 -5.42
H -2.66 1.10 -4.17
H -2.58 0.62 -5.87
H -0.60 -0.31 -4.89
O -1.43 2.93 -2.11
C -2.60 2.80 -1.42
C -3.53 3.84 -1.43
C -4.72 3.73 -0.74
C -5.01 2.57 -0.03
C -4.09 1.55 -0.01
C -2.87 1.63 -0.69
C -1.92 0.48 -0.53
O -2.15 -0.37 0.36
O -0.91 0.39 -1.29
H -1.37 3.83 -2.43
H -3.30 4.74 -1.99
H -5.43 4.55 -0.76
H -5.95 2.48 0.50
H -4.27 0.64 0.56
*
```

Results of the Mulliken charge analysis, in e, for atoms 1 through 4:
1. Ir 2.51
2. Br -0.18
3. C 0.89
4. C -0.68



Number 1: calculated total energy -255771.8641 eV. Number 2: calculated total energy -150683.8379 eV. Number 3: calculated total energy -160559.1396 eV.